Density functional theory data (wB97M-V/def2-TZVPD) for a molecular structure, CsO4S.

```
6
Properties=species:S:1:pos:R:3:forces:R:3
Cs -2.3718 -2.1526 2.5509 0.74 0.67 -0.75
S 0.4872 0.4136 -0.5207 0.58 0.98 0.16
O 0.4741 0.8880 0.8744 -0.26 -0.23 2.33
O 1.4246 1.2757 -1.2338 1.32 0.12 -0.94
O 0.8155 -1.0134 -0.5874 0.78 -1.69 0.25
O -0.8296 0.5887 -1.0834 -3.17 0.15 -1.06
```
Positions in Å, forces in eV/Å.

Computed properties:
Frontier orbital gap (eV): 2.17
Total charge: -1
Energy relative to the best compared isomer or geometry (same formula, charge and spin) (kJ/mol): 262.5

Mulliken population analysis, charges in e, atoms 1 to 4: Cs 0.928; S 1.086; O -0.761; O -0.781



Density functional theory data (wB97M-V/def2-TZVPD) for a molecular structure, CuH5N2.

```
8
Properties=species:S:1:pos:R:3:forces:R:3
Cu 0.8229 -1.4584 0.4296 -0.11 -1.46 -1.32
N 0.3445 1.1152 0.1067 -0.17 0.90 -0.05
N -0.5102 -0.0108 0.3529 -1.18 0.76 0.28
H -0.1661 1.9480 -0.2000 0.00 -0.42 0.15
H 1.0335 0.9136 -0.6245 -0.49 -0.38 0.38
H -1.2009 -0.1775 -0.4158 0.78 0.09 1.03
H -1.0064 0.0799 1.2689 0.57 0.36 -1.25
H 0.6827 -2.4100 -0.9179 0.59 0.14 0.78
```
Positions in Å, forces in eV/Å.

Computed properties:
Frontier orbital gap (eV): 7.70

Mulliken population analysis, charges in e, atoms 1 to 4: Cu -0.089; N -0.406; N -0.446; H 0.212



Density functional theory data (wB97M-V/def2-TZVPD) for a molecular structure, F10H14N5Na3O27S10.

```
69
Properties=species:S:1:pos:R:3:forces:R:3
Na -1.3439 -0.3728 0.0122 1.24 -0.53 0.10
Na 2.0946 -1.1591 -1.4736 -0.28 -0.15 0.74
Na -3.7064 1.3780 -0.7533 -0.20 0.57 -0.18
N -3.0589 -0.6748 -1.7213 -2.20 -3.36 0.79
S -4.0524 -2.0261 -1.7308 -2.06 -4.80 5.67
O -3.5415 -3.2991 -2.1931 0.17 1.76 -0.28
O -5.4477 -1.8331 -1.9040 -0.04 1.37 -1.18
F -4.0610 -2.3304 -0.1494 0.86 0.99 -0.50
S -3.0039 -0.7037 -3.2719 4.64 3.88 -8.56
O -4.1030 -0.0338 -3.9840 1.20 -2.02 1.65
O -2.2619 -1.8163 -3.9622 -2.42 3.20 2.39
F -1.9253 0.5484 -3.2805 -0.35 -1.12 -0.02
N 2.3470 1.0476 -2.3148 3.38 0.76 4.21
S 3.8970 1.8330 -1.8779 3.27 1.72 4.69
O 3.7200 3.1104 -1.2159 -0.24 -1.29 -2.76
O 5.1268 1.5057 -2.6374 -3.64 0.55 1.24
F 4.0233 0.9947 -0.5451 0.07 -1.49 -0.56
S 2.5315 1.3801 -3.7321 0.24 0.51 -12.33
O 3.3364 0.3674 -4.4946 -1.87 2.40 1.91
O 2.6629 2.8045 -4.1646 0.17 -3.32 1.83
F 1.0438 1.0552 -4.2247 -0.15 -0.16 0.28
N 1.8746 -2.9652 2.8101 -5.03 0.73 1.10
S 0.6085 -1.8417 2.9014 -7.23 -0.33 5.89
O 0.2114 -0.9504 1.8388 0.77 -1.43 0.00
O 0.3334 -1.3386 4.2616 1.75 -1.07 -3.05
F -0.5168 -3.0375 2.8493 0.55 0.54 -0.59
S 2.7882 -1.8531 2.4219 11.44 2.67 -2.46
O 3.3647 -1.0055 3.4572 -1.77 -1.32 -1.59
O 2.6748 -1.3321 1.0796 -0.73 0.37 0.31
F 3.9965 -2.9194 2.0717 0.15 0.22 0.65
N -2.7097 0.9619 1.3297 -4.13 -4.09 1.61
S -2.1079 2.0515 2.1645 8.86 6.61 3.37
O -0.8706 1.6654 2.9424 -4.37 1.01 -2.28
O -2.9903 3.0727 2.6913 0.02 -1.65 -0.06
F -1.4779 2.8080 0.8989 -0.06 -0.05 -0.22
S -3.5918 0.2844 2.7297 -4.26 -5.25 0.56
O -5.0731 0.4094 2.7038 3.44 1.46 -0.40
O -2.9453 0.0906 4.0104 -0.40 1.64 -1.97
F -3.5369 -1.2276 2.1734 0.73 0.54 -0.44
N 2.4014 4.2187 3.0138 1.83 -6.29 2.52
S 2.6313 4.6859 1.6192 -1.34 7.29 -5.05
O 1.6008 4.3856 0.6523 1.14 -0.42 0.26
O 3.9879 4.9615 1.1804 -1.15 -0.99 0.07
F 2.1521 6.1736 2.1060 0.02 0.78 -0.67
S 3.1971 2.7116 2.6950 -0.29 -1.97 4.09
O 4.6334 2.7926 2.8429 -1.74 -0.38 -0.09
O 2.6281 1.8692 1.6659 0.56 0.90 0.66
F 2.6435 1.9439 4.0758 0.86 1.13 -1.59
O -1.8134 -4.9173 1.0403 -0.52 -0.41 -0.34
H -1.0013 -4.4291 0.9048 0.46 0.08 0.08
H -1.9003 -4.9794 1.9915 -0.04 0.12 0.20
O -0.0354 2.8666 -1.9261 -0.98 0.67 -0.63
H -0.2608 2.3725 -1.1379 0.37 0.03 0.57
H 0.5727 2.2989 -2.3995 -0.10 0.19 -0.14
O -1.1010 -4.5136 -2.4664 0.79 -0.27 -0.29
H -1.8943 -4.0267 -2.2434 -0.83 0.23 -0.14
H -1.1783 -5.3342 -1.9798 0.01 -0.20 0.23
O -2.9238 3.1598 -1.9509 -0.92 -0.13 0.18
H -3.4784 3.9203 -2.1254 -0.16 0.18 0.00
H -2.0501 3.4301 -2.2335 1.14 -0.26 -0.04
O 0.8223 0.9704 -0.2777 -1.36 -1.29 0.36
H 1.3947 1.1400 -1.0259 0.05 0.47 -0.14
H 1.3736 1.1327 0.4878 0.27 0.34 0.97
O 0.9651 -4.1748 0.6343 -0.33 -0.73 -0.88
H 1.3129 -3.7341 1.4097 0.51 0.22 0.74
H 1.3631 -5.0451 0.6541 -0.02 -0.24 -0.15
O -0.1252 -2.4555 -1.0249 0.14 2.09 0.03
H 0.0806 -2.9382 -0.2244 0.35 -0.41 0.21
H -0.3074 -3.1345 -1.6745 -0.25 -0.77 -0.56
```
Positions in Å, forces in eV/Å.

Computed properties:
Frontier orbital gap (eV): 7.08
Total charge: -2

Mulliken population analysis, charges in e, atoms 1 to 4: Na 0.857; Na 0.871; Na 1.091; N -0.049



Density functional theory data (wB97M-V/def2-TZVPD) for a molecular structure, F10N5Na2O20S10.

```
47
Properties=species:S:1:pos:R:3:forces:R:3
Na 0.3832 -2.2784 1.9093 -0.76 0.49 0.58
Na 0.8892 -1.5563 -1.0202 -0.19 0.69 -1.29
N -3.6668 -2.8479 -3.4325 0.31 2.44 2.55
S -3.2947 -1.8007 -2.1976 -1.97 0.34 2.80
O -4.1224 -0.5774 -2.1935 2.37 -2.74 0.39
O -1.8885 -1.8383 -1.7358 -1.90 0.57 -1.10
F -3.9609 -2.7662 -1.1414 -0.28 0.23 0.70
S -2.7780 -2.1127 -4.4571 2.13 -1.96 -6.12
O -1.5299 -2.8613 -4.6291 -0.82 2.03 0.34
O -2.8982 -0.6762 -4.6136 0.68 -1.72 0.38
F -3.5648 -2.6923 -5.7782 -0.07 0.51 0.19
N -3.6397 -2.5369 4.9468 0.55 -1.47 3.69
S -3.0717 -3.4960 6.2540 0.65 1.35 2.13
O -1.6297 -3.6745 6.3461 -1.50 -0.97 -0.89
O -3.9629 -4.4768 6.8996 1.46 1.53 -1.99
F -3.1555 -2.2447 7.1505 -0.91 1.25 1.71
S -3.5499 -3.5791 3.8465 -1.62 -1.04 -4.84
O -4.7711 -4.3851 3.6556 2.55 1.44 -0.15
O -2.2542 -4.1809 3.7477 0.28 -1.49 -0.16
F -3.3760 -2.5278 2.6125 -1.30 -0.79 0.51
N 3.9540 5.8510 0.5353 -0.20 -1.29 2.96
S 3.8012 4.5836 1.5704 1.41 0.87 4.65
O 4.7826 3.5627 1.2902 -1.17 0.37 0.20
O 2.5502 4.2429 2.2355 2.06 1.10 -1.66
F 4.5564 5.5240 2.7187 -0.37 -0.90 0.08
S 3.4813 5.0998 -0.6810 -5.21 -0.17 -10.04
O 2.0484 4.6859 -0.7555 3.28 -0.57 1.79
O 4.4176 4.4315 -1.5665 -0.19 -0.15 2.04
F 3.2219 6.3910 -1.6328 0.74 1.37 0.11
N 0.3078 -0.1070 0.7141 -3.00 -0.31 1.44
S -1.2233 0.5240 1.1510 -6.93 -2.48 -1.70
O -2.2909 0.4863 0.1112 3.93 1.48 1.60
O -1.4132 1.3607 2.3002 1.75 0.51 -1.18
F -1.6705 -0.8475 1.8028 0.87 -2.00 0.97
S 1.0326 1.2585 0.7093 8.86 5.67 -0.69
O 1.6444 1.8116 1.9125 -2.25 -2.17 -0.69
O 0.6250 2.2019 -0.2675 -2.26 -0.36 0.31
F 2.4186 0.7796 -0.0328 -1.18 -0.99 0.69
N 1.9022 -0.6294 -2.9871 4.64 -2.92 3.86
S 1.7367 0.6131 -3.7890 -5.82 8.04 -3.96
O 2.4082 0.5747 -5.0575 0.55 -0.06 0.24
O 1.5983 1.9171 -3.1225 0.79 -2.95 -1.06
F 0.1465 0.3431 -4.1976 1.54 -0.28 0.39
S 3.6259 -0.3276 -2.5969 0.39 3.18 4.80
O 4.0778 1.0289 -2.1407 -1.97 -4.12 -1.98
O 4.5623 -1.1146 -3.2730 0.53 -1.39 -1.58
F 3.5405 -1.1362 -1.1207 -0.44 -0.20 -0.99
```
Positions in Å, forces in eV/Å.

Computed properties:
Frontier orbital gap (eV): 6.01
Total charge: -3
Energy relative to the best compared isomer or geometry (same formula, charge and spin) (kJ/mol): 798.1

Mulliken population analysis, charges in e, atoms 1 to 4: Na 0.966; Na 1.085; N -0.428; S 1.015



Density functional theory data (wB97M-V/def2-TZVPD) for a molecular structure, F20NO4P3RbS2.

```
31
Properties=species:S:1:pos:R:3:forces:R:3
Rb 23.2117 4.0956 12.0181 0.49 0.19 0.29
P 22.9792 0.7252 12.9714 0.92 -2.19 1.33
F 21.6661 -0.1045 12.4108 0.65 -0.21 -0.88
F 23.9548 -0.5554 12.7354 -0.57 0.24 -0.70
F 23.3581 1.3275 11.4949 -0.49 -0.35 0.43
F 24.2462 1.4999 13.6480 -1.15 0.37 -0.60
F 21.9395 1.9164 13.2093 0.27 0.98 0.19
F 22.6301 0.0740 14.4357 -0.15 0.54 0.07
P 24.8810 6.9999 10.3622 -0.01 1.88 -0.47
F 26.1800 6.9035 9.3822 -0.13 0.04 0.24
F 24.1833 5.8713 9.4555 -0.67 -0.56 0.08
F 25.4298 5.9286 11.3550 0.70 -0.99 0.55
F 23.5397 7.1226 11.3363 0.31 -0.02 -0.52
F 25.6483 8.1813 11.1951 -0.50 -0.17 -0.09
F 24.2136 8.1356 9.3926 0.13 0.03 0.06
P 22.9120 4.6487 16.0636 -0.22 0.64 -1.12
F 22.0370 4.2707 17.3771 0.20 0.02 0.12
F 21.9416 3.7202 15.1496 0.11 0.17 0.21
F 21.9107 5.9170 15.7777 0.07 0.00 0.49
F 23.7072 5.1160 14.6822 0.09 -0.40 0.63
F 23.9002 5.5922 16.9607 -0.44 -0.03 -0.20
F 23.9025 3.4245 16.2871 0.06 -0.10 0.06
N 28.0129 1.7868 12.6837 -1.45 5.05 -1.00
S 27.8666 0.5583 11.8299 1.58 -6.36 -0.45
O 28.9532 0.3764 10.8914 -0.80 -0.24 -0.08
O 26.5412 0.1176 11.5217 0.47 0.34 -0.66
F 28.3023 -0.4944 12.9962 -0.02 0.11 -0.06
S 27.3201 2.8460 11.5494 -2.43 4.14 1.81
O 25.8772 3.0407 11.6273 1.97 -1.18 0.19
O 27.8873 2.9025 10.2475 0.57 -0.81 -0.28
F 27.8013 4.2630 12.1646 0.44 -1.13 0.34
```
Positions in Å, forces in eV/Å.

Computed properties:
Frontier orbital gap (eV): 8.05
Total charge: -3
Energy relative to the best compared isomer or geometry (same formula, charge and spin) (kJ/mol): 133.4

Mulliken population analysis, charges in e, atoms 1 to 4: Rb 0.848; P 1.247; F -0.413; F -0.402



Number 1: E_HOMO -1.728 eV. Number 2: E_HOMO -7.312 eV. Number 3: E_HOMO -4.607 eV. Number 4: E_HOMO -2.924 eV. Number 5: E_HOMO -2.226 eV.